# 1
{"formula": "C28H29BNO2", "method": "the ωB97M-V functional and the def2-TZVPD basis", "elements": ["C", "O", "C", "C", "C", "C", "C", "C", "C", "C", "C", "C", "C", "C", "C", "C", "C", "C", "C", "O", "C", "C", "C", "C", "C", "H", "H", "H", "H", "H", "H", "H", "H", "H", "H", "H", "H", "H", "H", "H", "H", "H", "H", "H", "H", "H", "H", "B", "N", "C", "C", "C", "C", "C", "H", "H", "H", "H", "H", "H", "H"], "coordinates": [[0.213, 6.985, 3.864], [1.481, 6.474, 3.366], [1.573, 5.246, 2.803], [2.822, 4.827, 2.261], [2.915, 3.660, 1.528], [1.821, 2.738, 1.461], [1.860, 1.457, 0.728], [2.738, 1.262, -0.382], [3.003, 0.127, -1.147], [4.071, 0.057, -2.149], [4.417, -1.135, -2.872], [5.456, -1.119, -3.819], [6.153, 0.071, -4.103], [5.870, 1.219, -3.358], [4.854, 1.215, -2.407], [0.965, 0.377, 1.104], [0.654, 0.133, 2.471], [-0.029, -0.998, 2.849], [-0.518, -1.894, 1.862], [-1.310, -2.919, 2.256], [-1.835, -3.835, 1.269], [-0.217, -1.661, 0.500], [0.436, -0.507, 0.134], [0.623, 3.142, 2.106], [0.471, 4.370, 2.720], [0.537, 7.935, 4.284], [-0.525, 7.148, 3.065], [-0.237, 6.359, 4.647], [3.675, 5.492, 2.411], [3.865, 3.438, 1.023], [3.294, 2.170, -0.617], [2.493, -0.814, -0.975], [3.869, -2.058, -2.698], [5.741, -2.034, -4.356], [6.908, 0.104, -4.890], [6.439, 2.148, -3.500], [4.644, 2.120, -1.848], [0.978, 0.844, 3.239], [-0.229, -1.222, 3.897], [-2.278, -4.591, 1.913], [-2.600, -3.369, 0.629], [-1.051, -4.278, 0.635], [-0.535, -2.387, -0.249], [0.545, -0.299, -0.934], [-0.249, 2.483, 2.108], [-0.487, 4.676, 3.138], [-2.734, -2.987, -2.306], [-3.578, -3.912, -2.705], [-4.994, -3.707, -1.960], [-6.164, -4.339, -2.289], [-7.373, -4.067, -1.636], [-7.425, -3.168, -0.555], [-6.210, -2.573, -0.202], [-5.043, -2.822, -0.917], [-3.744, -3.844, -3.896], [-3.043, -4.966, -2.359], [-6.147, -5.074, -3.110], [-8.269, -4.568, -1.980], [-8.345, -2.937, -0.014], [-6.119, -1.886, 0.639], [-4.095, -2.309, -0.677]], "e_tot_ha": -1314.13947, "homo_lumo_gap_ev": 6.28, "lumo_ha": -0.1816, "e_above_lowest_kcal_mol": 0.0, "max_force_ev_per_a": 1.67, "charge": 1}


# 2
{"formula": "C28H29Cl2N2O", "method": "the ωB97M-V functional and the def2-TZVPD basis", "elements": ["Cl", "C", "C", "C", "C", "C", "C", "C", "C", "C", "C", "C", "Cl", "C", "C", "C", "C", "H", "H", "H", "H", "H", "H", "H", "H", "H", "H", "H", "C", "N", "C", "C", "C", "N", "C", "C", "C", "C", "C", "C", "C", "C", "C", "O", "H", "H", "H", "H", "H", "H", "H", "H", "H", "H", "H", "H", "H", "H", "H", "H", "H", "H"], "coordinates": [[-7.512, 4.586, -0.039], [-6.076, 3.688, 0.181], [-6.133, 2.291, 0.336], [-4.955, 1.562, 0.461], [-3.684, 2.201, 0.411], [-2.473, 1.441, 0.396], [-1.205, 2.009, 0.315], [-0.003, 1.368, 0.616], [1.231, 2.108, 0.668], [2.288, 1.670, 1.505], [3.387, 2.481, 1.759], [3.494, 3.728, 1.119], [4.822, 4.748, 1.461], [2.506, 4.152, 0.214], [1.406, 3.335, -0.036], [-3.667, 3.623, 0.362], [-4.840, 4.355, 0.216], [-7.102, 1.798, 0.349], [-4.994, 0.480, 0.596], [-2.561, 0.356, 0.415], [-1.148, 3.060, 0.010], [-0.018, 0.373, 1.041], [2.189, 0.703, 2.000], [4.156, 2.174, 2.462], [2.601, 5.124, -0.268], [0.656, 3.649, -0.764], [-2.719, 4.155, 0.432], [-4.807, 5.438, 0.129], [-2.788, -2.670, -0.997], [-1.497, -2.063, -0.757], [-0.685, -2.336, 0.419], [-1.374, -1.940, 1.724], [-0.287, -3.815, 0.491], [0.461, -1.453, 0.155], [0.638, -1.252, -1.263], [1.690, -2.112, -1.967], [3.070, -2.076, -1.361], [3.717, -0.857, -1.116], [5.004, -0.853, -0.565], [5.647, -2.061, -0.267], [5.007, -3.279, -0.533], [3.729, -3.284, -1.094], [-0.751, -1.581, -1.809], [-1.132, -1.430, -2.963], [-3.230, -2.208, -1.885], [-2.708, -3.757, -1.163], [-3.431, -2.490, -0.129], [-1.625, -0.873, 1.725], [-2.294, -2.524, 1.855], [-0.701, -2.144, 2.567], [0.178, -4.147, -0.446], [0.429, -3.964, 1.311], [-1.174, -4.435, 0.688], [1.289, -1.648, 0.711], [0.831, -0.186, -1.441], [1.344, -3.156, -2.015], [1.720, -1.735, -3.003], [3.216, 0.081, -1.369], [5.502, 0.100, -0.378], [6.648, -2.058, 0.167], [5.502, -4.227, -0.310], [3.218, -4.224, -1.329]], "e_tot_ha": -2189.26151, "homo_lumo_gap_ev": 5.67, "lumo_ha": -0.2064, "max_force_ev_per_a": 1.47, "charge": 1}


# 3
{"formula": "C28H29ClIN6O8S", "method": "the ωB97M-V functional and the def2-TZVPD basis", "elements": ["C", "S", "O", "O", "C", "C", "C", "C", "O", "Cl", "C", "C", "C", "I", "C", "C", "O", "O", "C", "O", "C", "C", "C", "O", "C", "C", "O", "H", "H", "H", "H", "H", "H", "H", "H", "H", "H", "H", "C", "C", "N", "H", "H", "H", "C", "C", "N", "H", "H", "H", "C", "C", "N", "H", "H", "H", "C", "C", "N", "H", "H", "H", "C", "C", "N", "H", "H", "H", "C", "C", "N", "H", "H", "H"], "coordinates": [[3.923, -3.929, -0.619], [3.934, -2.066, -0.524], [4.915, -1.642, 0.637], [4.668, -1.596, -1.841], [2.316, -1.221, -0.195], [0.932, -1.891, 0.415], [0.911, -3.470, 0.849], [0.568, -4.422, -0.482], [0.648, -3.835, -1.708], [0.037, -6.227, -0.313], [-0.479, -1.018, 0.623], [-0.532, 0.604, 0.209], [0.835, 1.307, -0.352], [0.861, 3.467, -0.916], [2.220, 0.412, -0.541], [3.522, 1.294, -1.108], [3.606, 1.432, -2.452], [4.553, 1.856, -0.174], [-1.990, 1.406, 0.386], [-2.105, 2.683, 0.758], [-3.318, 0.427, 0.105], [-4.712, 1.038, -0.578], [-4.588, 0.670, -2.199], [-3.126, 0.555, -2.516], [-3.275, -1.047, 0.467], [-1.885, -1.623, 1.197], [-2.067, -2.464, 2.210], [5.010, -4.254, -0.993], [3.185, -4.381, -1.441], [3.802, -4.480, 0.433], [0.107, -3.763, 1.647], [1.960, -3.759, 1.342], [-4.725, 2.229, -0.516], [-5.664, 0.574, -0.071], [-5.039, -0.389, -2.407], [-4.991, 1.527, -2.887], [-2.897, -0.407, -2.720], [-4.214, -1.732, 0.243], [7.884, -3.391, 1.847], [7.174, -4.524, 1.126], [6.584, -5.465, 0.527], [7.394, -2.440, 1.621], [7.853, -3.559, 2.927], [8.927, -3.339, 1.524], [1.566, -0.702, -4.602], [0.048, -0.749, -4.544], [-1.212, -0.788, -4.495], [1.891, -0.413, -5.605], [1.944, 0.028, -3.881], [1.979, -1.686, -4.364], [-0.131, 7.812, -0.232], [-0.226, 6.785, -1.348], [-0.305, 5.933, -2.274], [0.542, 8.623, -0.528], [-1.120, 8.229, -0.024], [0.256, 7.342, 0.676], [-3.810, 4.935, 3.745], [-4.538, 4.018, 2.776], [-5.142, 3.257, 1.972], [-4.462, 5.763, 4.036], [-3.521, 4.377, 4.640], [-2.911, 5.339, 3.272], [-4.293, 5.680, -1.374], [-3.638, 4.513, -0.653], [-3.094, 3.545, -0.054], [-3.550, 6.210, -1.976], [-5.087, 5.314, -2.030], [-4.723, 6.374, -0.647], [-0.363, -6.490, 3.816], [1.067, -6.462, 4.330], [2.254, -6.439, 4.756], [-0.626, -5.517, 3.393], [-0.466, -7.255, 3.042], [-1.049, -6.719, 4.636]], "e_tot_ha": -3169.86962, "homo_lumo_gap_ev": 5.90, "lumo_ha": 0.0446, "max_force_ev_per_a": 17.09, "charge": -1}


# 4
{"formula": "C28H29ClN6O2S4Ti", "method": "the ωB97M-V functional and the def2-TZVPD basis", "elements": ["Ti", "C", "C", "S", "C", "C", "S", "C", "C", "S", "C", "C", "S", "H", "H", "H", "H", "H", "H", "H", "H", "H", "H", "H", "H", "H", "H", "H", "H", "Cl", "C", "C", "C", "C", "O", "C", "C", "O", "C", "H", "H", "H", "H", "C", "C", "N", "C", "C", "C", "C", "C", "C", "C", "C", "N", "C", "N", "H", "H", "H", "H", "H", "H", "H", "H", "H", "N", "C", "N", "C", "N"], "coordinates": [[0.791, -0.023, 0.462], [1.309, -2.066, 3.767], [0.649, -3.203, 2.980], [-1.080, -2.788, 2.825], [-1.817, -3.897, 1.632], [-1.776, -3.517, 0.144], [-1.883, -1.802, -0.384], [-3.338, -1.079, 0.381], [-3.137, -0.447, 1.763], [-1.676, 0.602, 1.801], [-1.245, 0.520, 3.562], [0.238, 0.638, 3.892], [1.429, -0.412, 3.020], [2.342, -2.339, 3.987], [0.806, -1.934, 4.728], [0.783, -4.120, 3.556], [1.140, -3.326, 2.018], [-2.858, -3.960, 1.957], [-1.415, -4.905, 1.747], [-2.550, -4.098, -0.361], [-0.827, -3.830, -0.300], [-4.163, -1.792, 0.431], [-3.655, -0.313, -0.332], [-3.049, -1.206, 2.537], [-4.006, 0.167, 2.001], [-1.639, -0.426, 3.927], [-1.758, 1.323, 4.093], [0.374, 0.467, 4.962], [0.605, 1.643, 3.690], [6.587, -3.347, -2.558], [5.373, -2.358, -1.825], [5.582, -0.962, -1.744], [4.664, -0.128, -1.163], [3.480, -0.668, -0.628], [2.607, 0.130, -0.056], [3.253, -2.051, -0.746], [2.023, -2.615, -0.334], [1.082, -1.931, 0.096], [4.227, -2.902, -1.337], [6.498, -0.558, -2.152], [4.841, 0.935, -1.088], [1.860, -3.697, -0.416], [4.051, -3.968, -1.408], [1.176, 0.968, -3.625], [0.806, 0.177, -2.557], [0.068, 0.633, -1.533], [-0.378, 1.886, -1.610], [-0.087, 2.765, -2.643], [0.739, 2.289, -3.652], [-0.670, 4.126, -2.604], [-1.967, 4.371, -2.439], [-3.063, 3.374, -2.301], [-3.117, 2.157, -2.966], [-4.179, 1.325, -2.671], [-5.126, 1.649, -1.792], [-5.000, 2.855, -1.244], [-4.028, 3.739, -1.452], [1.784, 0.552, -4.415], [1.095, -0.867, -2.503], [-1.025, 2.201, -0.798], [1.025, 2.938, -4.471], [0.015, 4.964, -2.631], [-2.286, 5.397, -2.305], [-2.378, 1.864, -3.696], [-4.271, 0.360, -3.158], [-5.776, 3.152, -0.549], [0.832, 1.952, 1.137], [1.453, 2.929, 1.375], [2.004, 4.023, 1.621], [3.271, 4.148, 2.005], [4.358, 4.315, 2.350]], "e_tot_ha": -4465.67496, "s2": 0.7551, "homo_lumo_gap_ev": [7.16, 7.10], "lumo_ha": [-0.1377, -0.1484], "e_above_lowest_kcal_mol": 25.5, "max_force_ev_per_a": 1.24, "charge": 1, "multiplicity": 2}